No. 1
DFT (the ωB97M-V functional and the def2-TZVPD basis) results for a structure of composition C11H16BaN2O4S.

Computed properties:
E_LUMO = -7.4952 eV
E_HOMO = -15.3 eV
charge = +2
max |F| = 6.72 eV Å⁻¹
orbital gap = 0.2877 hartree

XYZ file:
```
35
C11H16BaN2O4S the ωB97M-V functional and the def2-TZVPD basis
Ba -0.02854 -0.77901 0.16008
O -2.70538 -0.58516 -2.79711
C -1.92123 -0.24619 -2.05043
C 1.90106 0.23788 2.04977
O 2.64270 0.07339 2.94055
C -1.95531 0.90380 1.72272
O -2.79009 1.06417 2.47935
C 2.01968 -0.59907 -1.81663
O 2.80941 -1.05150 -2.50192
C -0.10348 2.31132 -1.09608
H 0.15504 1.98364 -2.11707
H -1.17986 2.48731 -0.93079
C 0.81470 2.42450 -0.11225
H 0.54938 2.70046 0.92268
H 1.88305 2.19655 -0.26502
C -1.80503 -4.34152 -1.25878
N -0.74058 -4.92424 -0.41067
C -0.18920 -6.19439 -0.83505
C -0.37631 -4.27224 0.71091
S -1.40280 -2.98688 1.20901
N 0.72928 -4.59706 1.45253
C 1.07999 -5.95185 1.85153
C 1.34395 -3.54913 2.30697
H -1.96722 -5.05268 -2.07201
H -1.52390 -3.37720 -1.69518
H -2.73834 -4.19914 -0.70800
H 0.90612 -6.16686 -0.88522
H -0.51878 -7.02102 -0.19048
H -0.57913 -6.36208 -1.84364
H 2.11870 -6.10568 1.53432
H 1.08978 -6.04402 2.95367
H 0.43672 -6.70448 1.39981
H 1.86173 -2.79734 1.70420
H 0.64902 -3.02920 2.97410
H 2.10242 -4.04963 2.92571
```

Atomic partial charges in e from the Mulliken method, atoms 1 to 4: 1.4298, -0.0116, 0.0177, 0.0418

***

No. 2
DFT (the ωB97M-V functional and the def2-TZVPD basis) results for a structure of composition C11H16BeClO2Y.

Computed properties:
E_LUMO (spin up / spin down) = 5.1661 / 5.1269 eV
E_HOMO (spin up / spin down) = -1.9 / 1.7 eV
charge = -2
max |F| = 3.22 eV Å⁻¹
orbital gap (spin up / spin down) = 0.2610 / 0.1267 hartree

XYZ file:
```
32
C11H16BeClO2Y the ωB97M-V functional and the def2-TZVPD basis
Y 0.92126 -1.26929 -2.03363
Cl 2.13944 -3.36569 -1.97491
C 1.86094 0.51315 -3.20376
C -0.65705 -1.49238 -3.87942
H 1.43596 0.82927 -4.16794
H 1.95210 1.42171 -2.58406
H 2.88472 0.15919 -3.42348
H -0.46312 -0.85831 -4.75526
H -1.74891 -1.49653 -3.79328
H -0.41418 -2.50028 -4.24343
Be -2.09223 0.38273 -0.55247
C -2.51479 -1.29673 -0.51943
C -2.35007 1.47194 -1.77881
H -3.48468 -1.44700 -1.01152
H -1.77822 -1.96201 -1.02072
H -2.62680 -1.70030 0.49745
H -2.50053 1.02984 -2.79001
H -1.55496 2.23243 -1.90774
O -1.33313 0.74921 0.76181
C -0.09293 0.38333 0.88534
O 0.53291 -0.23117 -0.07083
C 0.53213 0.61027 2.22321
C 1.71860 -0.02795 2.65086
C 2.18618 0.10420 3.96668
C 1.46120 0.86686 4.89099
C 0.32804 1.54325 4.47246
C -0.15430 1.40371 3.16421
H 2.30041 -0.60191 1.91575
H 3.06655 -0.43385 4.30252
H 1.75621 0.91698 5.92380
H -0.23522 2.14466 5.18271
H -1.07555 1.92068 2.87295
```

Atomic partial charges in e from the Mulliken method, atoms 1 to 4: 1.0594, -0.6753, -1.2570, -1.3313

***

No. 3
DFT (the ωB97M-V functional and the def2-TZVPD basis) results for a structure of composition C11H16Br2Cl3N2OW.

Computed properties:
E_LUMO (spin up / spin down) = -10.0951 / -12.4731 eV
E_HOMO (spin up / spin down) = -18.0 / -18.4 eV
charge = +3
max |F| = 0.78 eV Å⁻¹
orbital gap (spin up / spin down) = 0.2919 / 0.2175 hartree
2S+1 = 3

XYZ file:
```
36
C11H16Br2Cl3N2OW the ωB97M-V functional and the def2-TZVPD basis
W -0.20143 -0.10286 0.93818
Cl -1.85081 -5.84895 -3.06443
C -1.70964 -4.33199 -2.40486
C -0.98876 -4.19716 -1.16722
C -0.87865 -2.95062 -0.66416
Cl -0.07894 -2.62548 0.87828
C -1.42139 -1.79177 -1.27906
O -1.26883 -0.62933 -0.75894
C -2.15355 -1.97384 -2.51183
Cl -2.82253 -0.60696 -3.24016
C -2.28268 -3.22243 -3.05415
H -0.57349 -5.07224 -0.68327
H -2.82320 -3.36213 -3.98125
Br 1.14630 -0.49594 3.15148
C -0.50355 -0.79554 4.16608
Br -1.93196 -0.39842 2.89126
H -0.55227 -0.09455 4.99252
H -0.56470 -1.83583 4.46647
C 1.47147 1.02602 -0.83480
C 1.47053 2.22865 0.11672
C 1.29302 3.54388 -0.62329
C 2.71378 2.24543 0.99646
N 0.30538 1.96220 1.06509
N -0.96659 1.83128 0.42183
H 2.46159 0.91440 -1.27984
H 0.74783 1.07407 -1.64716
H 1.41603 0.02725 -0.29794
H 2.09872 3.64611 -1.35160
H 1.35567 4.39184 0.05999
H 0.35645 3.61044 -1.18291
H 3.56841 2.52945 0.38304
H 2.93252 1.26917 1.43163
H 2.63337 2.98710 1.79373
H 0.28516 2.60254 1.85787
H -0.96252 2.18193 -0.53545
H -1.72072 2.26425 0.95167
```

Atomic partial charges in e from the Mulliken method, atoms 1 to 4: 0.6313, -0.0001, 0.5141, -0.7956

***

No. 4
DFT (the ωB97M-V functional and the def2-TZVPD basis) results for a structure of composition C11H16Cl3F3HfO4S.

Computed properties:
E_LUMO = 4.2139 eV
E_HOMO = 1.3 eV
charge = -2
max |F| = 4.94 eV Å⁻¹
orbital gap = 0.1067 hartree

XYZ file:
```
39
C11H16Cl3F3HfO4S the ωB97M-V functional and the def2-TZVPD basis
C -0.64590 0.96076 -1.88686
C -0.81373 -0.41850 -2.21520
C 0.48447 -1.02667 -2.23973
C -2.06761 -1.11632 -2.40080
C 1.44115 -0.03539 -1.89223
C 0.74814 1.20077 -1.72967
C 1.36493 2.52518 -1.51292
C -1.72946 1.94904 -1.70459
C 0.76403 -2.41930 -2.62862
C 2.90258 -0.23836 -1.77555
Hf -0.55748 -0.12422 1.75692
Cl -2.07635 -3.04125 -0.45339
Cl -2.73836 -0.00623 0.96010
Cl 0.93627 -1.73446 1.00329
H -2.94086 -0.50403 -2.16976
H -2.11981 -2.02219 -1.55282
H -2.11886 -1.65993 -3.34681
H -0.00895 -3.09442 -2.23864
H 1.74293 -2.74522 -2.25512
H 0.77485 -2.52183 -3.72649
H 3.13560 -1.16290 -1.22836
H 3.36509 0.59872 -1.23870
H 3.37947 -0.30718 -2.76536
H 2.28340 2.44567 -0.91639
H 0.66735 3.20823 -1.01127
H 1.63108 2.98194 -2.48261
H -2.61823 1.48180 -1.26342
H -2.02847 2.42032 -2.65447
H -1.41377 2.75202 -1.02555
O 0.24333 1.57964 1.54080
H 0.29197 2.55164 1.61300
F 0.47064 -0.17714 7.20348
C 0.48003 -0.21292 5.86047
F 1.07165 0.92705 5.40973
F 1.22760 -1.27637 5.46543
S -1.20734 -0.39493 5.09408
O -1.79024 -1.59676 5.59673
O -1.88571 0.86324 5.15156
O -0.64544 -0.60948 3.65975
```

Atomic partial charges in e from the Mulliken method, atoms 1 to 4: 0.2420, 0.6302, 0.4799, -1.2693

***

No. 5
DFT (the ωB97M-V functional and the def2-TZVPD basis) results for a structure of composition C11H16Cl3IrNOS.

Computed properties:
E_LUMO (spin up / spin down) = 4.6990 / 4.2999 eV
E_HOMO (spin up / spin down) = -0.1 / -1.3 eV
charge = -2
max |F| = 6.44 eV Å⁻¹
orbital gap (spin up / spin down) = 0.1750 / 0.2043 hartree
2S+1 = 6

XYZ file:
```
34
C11H16Cl3IrNOS the ωB97M-V functional and the def2-TZVPD basis
C -0.93615 -1.00627 0.63503
C -0.32330 -1.44685 -0.54825
C -0.03683 -0.35404 -1.37915
C -0.17283 -2.90210 -0.89487
C -0.66923 0.88436 -0.76417
C -1.13577 0.43648 0.58161
C -1.99678 1.25861 1.43678
C -1.27233 -1.88247 1.79417
C 0.39481 -0.53187 -2.80429
C -1.12203 2.10311 -1.50183
Ir 0.79860 1.18836 0.74553
Cl 3.28137 -3.06789 -0.10316
Cl 0.69493 0.21021 2.82112
Cl 2.00995 1.41045 -1.27421
H 0.20059 -3.46663 -0.04776
H 0.58994 -3.00194 -1.65008
H -1.09102 -3.35057 -1.27436
H 1.18523 -1.27647 -2.73151
H 0.91236 0.37164 -3.06245
H -0.32689 -0.80228 -3.59733
H -0.54550 2.14044 -2.44091
H -0.99332 2.95090 -0.83352
H -2.17063 2.00432 -1.83750
H -1.61371 2.26749 1.48616
H -1.95157 0.89337 2.46628
H -3.00130 1.25997 0.99872
H -0.64063 -2.78092 1.85287
H -2.27306 -2.23934 1.58050
H -1.35018 -1.34340 2.73607
O 0.70537 3.03571 1.24829
H 1.15197 3.10113 2.11661
S 5.24970 1.79374 1.62518
C 3.79092 1.20015 1.44492
N 2.65734 0.94260 1.17552
```

Atomic partial charges in e from the Mulliken method, atoms 1 to 4: 0.7901, 0.5960, 0.8730, -1.6127

***

No. 6
DFT (the ωB97M-V functional and the def2-TZVPD basis) results for a structure of composition C11H16Cl3NO2Ti.

Computed properties:
E_LUMO = 4.7379 eV
E_HOMO = -0.9 eV
charge = -2
max |F| = 3.01 eV Å⁻¹
orbital gap = 0.2065 hartree

XYZ file:
```
34
C11H16Cl3NO2Ti the ωB97M-V functional and the def2-TZVPD basis
C 0.01935 -1.37781 0.26876
C -0.48590 -0.92722 -1.00685
C -1.42483 0.11922 -0.75024
C -0.25882 -1.56332 -2.32099
C -1.48505 0.34350 0.66132
C -0.63583 -0.60276 1.29213
C -0.46119 -0.75506 2.75125
C 0.87389 -2.56102 0.49346
C -2.21082 0.83223 -1.77742
C -2.32758 1.35373 1.33757
Ti 1.58818 0.78628 -0.18032
Cl 2.04268 0.63104 -4.80099
Cl 2.88787 -0.25807 -1.60469
Cl 0.33538 2.39568 -1.16772
H 0.60702 -2.23396 -2.28839
H -0.06286 -0.80873 -3.09753
H -1.14076 -2.15262 -2.61906
H -1.65684 0.92467 -2.71954
H -2.50204 1.83835 -1.45338
H -3.11907 0.24852 -1.96299
H -2.33940 2.32115 0.81287
H -2.00797 1.53893 2.37117
H -3.35278 0.96022 1.36446
H -0.53378 0.19892 3.28987
H 0.50881 -1.19289 3.00906
H -1.25256 -1.41701 3.12377
H 1.61753 -2.67228 -0.30351
H 0.26370 -3.47545 0.53250
H 1.41223 -2.48110 1.44413
O 1.86140 0.25535 1.57225
H 2.43348 0.76372 2.19196
O 4.58821 3.64132 0.63554
C 3.59690 3.00575 0.52957
N 2.62144 2.32072 0.37199
```

Atomic partial charges in e from the Mulliken method, atoms 1 to 4: 0.5452, 0.8454, 0.2772, -1.5765